No. 1
The following is a DFT calculation (ωB97M-V/def2-TZVPD) of one molecule with the formula C4H8S at a distorted geometry.

Cartesian coordinates (Å):
C  0.57775  0.04825  0.65193
C  -0.19605  -1.15577  0.19809
C  -1.04595  -0.21949  -0.73861
C  -0.47938  0.97237  0.00931
H  2.81484  0.73213  0.25921
H  0.72247  0.08850  1.71250
H  -0.79253  -1.52177  1.03428
H  0.36098  -1.74594  -0.46395
H  -0.65145  -0.09582  -1.72989
H  -2.10647  -0.28610  -0.70616
H  -0.23831  1.81091  -0.59603
H  -1.08221  1.46662  0.72907
S  2.11632  -0.09390  -0.35974

Properties
Energy relative to the best compared isomer or geometry (same formula, charge and spin) = 25.6 kcal per mole
Multiplicity = 1
Total charge = 0
SMILES = SC1CCC1
HOMO energy = -9.00 eV
E = -555.32916 hartree

---

No. 2
The following is a DFT calculation (ωB97M-V/def2-TZVPD) of one molecule with the formula C4H8S at a distorted geometry.

Cartesian coordinates (Å):
C  -2.36945  0.28619  -0.01440
C  0.32975  -0.03721  0.60766
C  1.61204  -0.85300  0.06479
C  1.45926  0.59992  -0.41039
H  -2.43086  0.82104  0.90261
H  -3.34903  -0.49752  -0.09280
H  -2.42627  1.20557  -0.82572
H  0.37843  0.08735  1.67375
H  1.55124  -1.87681  -0.57671
H  2.72736  -0.91719  0.36601
H  2.14167  1.34481  -0.03141
H  1.35197  0.77354  -1.46537
S  -0.97612  -0.93667  -0.19805

Properties
Energy relative to the best compared isomer or geometry (same formula, charge and spin) = 66.7 kcal per mole
Multiplicity = 1
Total charge = 0
SMILES = CSC1CC1
HOMO energy = -8.60 eV
E = -555.26367 hartree

---

No. 3
The following is a DFT calculation (ωB97M-V/def2-TZVPD) of one molecule with the formula C4H8S2 at a distorted geometry.

Cartesian coordinates (Å):
C  2.58644  -0.64875  -0.50036
C  1.53584  -0.57751  0.61344
C  0.23058  0.10959  0.20083
C  -2.48161  -0.13145  -0.14783
H  2.81484  0.34411  -0.90095
H  3.52792  -1.03287  -0.16209
H  2.26209  -1.20566  -1.37390
H  2.00568  0.00125  1.42103
H  1.34542  -1.56972  1.01195
H  -3.23559  -0.91337  -0.21581
H  -2.65731  0.48207  0.76503
H  -2.55354  0.54943  -1.04567
S  0.11097  1.73346  -0.01150
S  -1.03204  -1.05637  -0.01951

Properties
Energy relative to the best compared isomer or geometry (same formula, charge and spin) = 12.5 kcal per mole
Multiplicity = 1
Total charge = 0
SMILES = CCC(=S)SC
HOMO energy = -8.59 eV
E = -953.56675 hartree

---

No. 4
The following is a DFT calculation (ωB97M-V/def2-TZVPD) of one molecule with the formula C4H8S2 at a distorted geometry.

Cartesian coordinates (Å):
C  -0.15621  1.57670  -0.30665
C  -0.60578  0.12114  -0.03133
C  0.05269  -0.43168  1.10327
C  0.41684  -0.81032  -0.28647
H  -0.42825  1.88505  -1.28626
H  1.00399  1.57707  -0.05803
H  -0.75627  2.37800  0.33502
H  -2.21484  -1.58267  -0.33254
H  0.76994  0.43602  1.55461
H  -0.55992  -1.03727  1.70496
H  0.13996  -1.84869  -0.53872
H  2.68471  -1.64905  -0.38271
S  -2.30749  -0.37136  -0.70555
S  1.96063  -0.24293  -0.76960

Properties
Energy relative to the best compared isomer or geometry (same formula, charge and spin) = 81.5 kcal per mole
Multiplicity = 1
Total charge = 0
SMILES = C[C@]1(S)C[C@@H]1S
HOMO energy = -8.78 eV
E = -953.45668 hartree